# 1
2 unconnected molecules or ions with the total composition C30H39N3O4 at a distorted geometry, computed with the ωB97M-V functional and the def2-TZVPD basis.

## Properties
HOMO energy (eV): -6.45
Charge: 0
HOMO-LUMO gap (eV): 4.6

Last column: Löwdin charge in e.
CARTESIAN COORDINATES (ANGSTROEM)
C -3.93821 -0.11144 -4.64605  -0.09
C -2.73134 0.78353 -4.41789  -0.25
O -1.57392 -0.01555 -4.07533  -0.05
C -0.49284 0.72252 -3.63899  -0.52
C 0.68029 -0.13842 -3.49080  -0.04
C 1.98552 0.34198 -3.82583  -0.56
C 2.94770 -0.67966 -4.40127  -0.03
O 2.35655 1.51739 -3.64898  -0.03
O -0.55917 1.92166 -3.40117  0.04
H -4.83398 0.51388 -4.76415  0.07
H -3.84040 -0.71759 -5.55910  0.08
H -4.10607 -0.77715 -3.78745  0.07
H -2.53937 1.37684 -5.32961  0.13
H -2.94023 1.47016 -3.58473  0.11
H 0.47988 -1.21568 -3.53224  0.09
H 2.45606 -1.63769 -4.60548  0.07
H 3.32473 -0.25079 -5.33693  0.08
H 3.79981 -0.83244 -3.72442  0.06
C -3.13710 -1.54742 4.11526  -0.01
N -2.72466 -0.73867 2.99558  -0.04
C -3.61618 0.02697 2.29732  -0.38
O -4.82852 0.03633 2.45666  0.09
C -2.81361 0.79649 1.24968  -0.16
C -2.72861 2.29527 1.55106  -0.08
C -4.10227 2.93991 1.47476  -0.23
C -4.65230 3.23512 0.22205  -0.04
C -5.95822 3.73020 0.13063  -0.08
C -6.71934 3.92375 1.28817  -0.08
C -6.16624 3.63651 2.54339  -0.07
C -4.85984 3.14925 2.63316  -0.05
N -1.52320 0.09570 1.27932  0.04
C -0.60202 0.33454 0.32647  0.04
C 0.67995 -0.19845 0.36351  -0.06
C 1.68000 -0.02692 -0.58282  0.06
C 3.01133 -0.52904 -0.35592  -0.18
C 4.10570 -0.05846 -1.12476  -0.01
C 5.39215 -0.53990 -0.95347  0.02
C 5.68970 -1.46261 0.08889  -0.23
N 6.97778 -1.99934 0.23179  -0.25
C 7.95092 -1.55441 1.21860  -0.08
C 7.34740 -3.29971 -0.30964  -0.08
C 4.62871 -1.86793 0.93450  0.00
C 3.32934 -1.43528 0.70085  -0.01
C -1.38038 -0.80276 2.44343  -0.46
C -0.40002 -0.28519 3.50319  0.01
C -1.04032 -2.24660 2.05669  0.01
H -4.17874 -1.32971 4.36163  0.10
H -3.05353 -2.61905 3.88836  0.10
H -2.51268 -1.33113 4.99163  0.09
H -3.28390 0.65638 0.25989  0.17
H -2.30460 2.42983 2.56090  0.13
H -2.05722 2.75854 0.80937  0.13
H -4.04797 3.05258 -0.67295  0.12
H -6.37447 3.95551 -0.85402  0.11
H -7.74159 4.29876 1.21464  0.10
H -6.74800 3.78337 3.45521  0.10
H -4.41809 2.90200 3.60332  0.12
H -0.90140 1.06016 -0.44381  0.16
H 0.92268 -0.79267 1.24253  0.06
H 1.50139 0.61674 -1.44519  0.10
H 3.91360 0.73633 -1.84691  0.11
H 6.19994 -0.19096 -1.60156  0.12
H 7.62487 -0.63210 1.71174  0.09
H 8.11865 -2.34233 1.97389  0.08
H 8.91585 -1.38145 0.71475  0.08
H 6.55862 -3.70140 -0.95581  0.09
H 8.27886 -3.19826 -0.88808  0.08
H 7.55415 -4.01035 0.50865  0.08
H 4.84978 -2.51661 1.78333  0.12
H 2.55695 -1.77501 1.39086  0.10
H -0.77819 0.64902 3.93952  0.10
H -0.31434 -1.02900 4.30557  0.09
H 0.59082 -0.10675 3.07988  0.08
H -1.85194 -2.67150 1.45391  0.11
H -0.11585 -2.30691 1.48274  0.07
H -0.91880 -2.84294 2.96807  0.09

Atoms 1-2, force components in eV/Å:
C 0.00 -0.23 -0.06
C -0.06 -0.04 0.25

---

# 2
A single C4H10N2 molecule at a distorted geometry, computed with the ωB97M-V functional and the def2-TZVPD basis.

## Properties
HOMO energy (eV): -7.39
Charge: 0
SMILES string: CC/C(N)=C/N
HOMO-LUMO gap (eV): 8.6

Last column: Löwdin charge in e.
CARTESIAN COORDINATES (ANGSTROEM)
C -1.18364 1.78282 0.28264  -0.09
C -1.14660 0.49378 -0.53918  -0.20
C -0.03203 -0.47928 -0.18061  -0.37
N -0.37626 -1.84940 -0.13028  0.08
C 1.22799 -0.10235 -0.01981  -0.21
N 2.25097 -1.00930 0.28615  0.01
H -2.01410 1.73388 0.98466  0.07
H -0.22986 1.95157 0.75680  0.05
H -1.39670 2.65735 -0.33075  0.07
H -2.07761 -0.07053 -0.41516  0.10
H -1.09620 0.60255 -1.62525  0.11
H -1.31121 -2.03803 0.19462  0.07
H 0.31835 -2.31137 0.46660  0.08
H 1.46433 0.95316 -0.11294  0.10
H 2.55526 -1.70351 -0.37321  0.07
H 3.04731 -0.61134 0.75573  0.07

Atoms 1-2, force components in eV/Å:
C -0.44 0.08 -0.78
C 0.06 -1.21 -0.24

---

# 3
A single C2H3FN2O5 molecule at a distorted geometry, computed with the ωB97M-V functional and the def2-TZVPD basis.

## Properties
HOMO energy (eV): -11.25
Charge: 0
SMILES string: O=[N+]([O-])C(F)(CO)[N+](=O)[O-]
HOMO-LUMO gap (eV): 10.0

Last column: Löwdin charge in e.
CARTESIAN COORDINATES (ANGSTROEM)
O -1.70509 -2.11521 0.19763  0.13
N -1.35459 -1.87851 1.31344  -0.30
O -1.33084 -2.54560 2.28316  0.19
C -0.84930 -0.40772 1.56015  -0.24
F -0.20488 -0.48450 2.77590  0.11
C 0.13385 0.09826 0.50683  -0.14
O 0.29752 -0.81223 -0.51534  -0.01
N -2.10250 0.37175 1.65728  -0.32
O -2.58568 0.73424 0.58934  0.12
O -2.51759 0.54047 2.76414  0.17
H 1.06973 0.31242 0.94744  0.12
H -0.22207 1.02479 -0.06874  0.16
H -0.51038 -1.20921 -0.69440  0.02

Atoms 1-2, force components in eV/Å:
O -1.07 -0.98 -0.82
N 0.83 2.12 0.50

---

# 4
A single C18H29N3O4S2 molecule at a distorted geometry, computed with the ωB97M-V functional and the def2-TZVPD basis.

## Properties
HOMO energy (eV): -8.27
Charge: 0
SMILES string: CCCCOCCCNC(=S)Nc1ccc(S(=O)(=O)N2CCOCC2)cc1
HOMO-LUMO gap (eV): 8.7

Last column: Löwdin charge in e.
CARTESIAN COORDINATES (ANGSTROEM)
C -4.15418 -4.59892 0.52516  -0.11
C -5.17274 -3.50563 0.22700  -0.27
C -4.50017 -2.14915 0.03540  -0.20
C -5.51296 -1.04907 -0.25991  -0.23
O -4.81676 0.16117 -0.46880  -0.19
C -5.66207 1.27011 -0.70956  -0.22
C -4.81931 2.52074 -0.95020  -0.14
C -4.03310 2.94867 0.29125  -0.22
N -3.03873 1.96182 0.63383  -0.01
C -1.70849 2.15554 0.51572  -0.80
S -1.05832 3.66082 0.32824  0.70
N -0.98599 0.99220 0.57536  0.06
C 0.37665 0.75478 0.67634  -0.23
C 1.30979 1.72253 1.05395  -0.03
C 2.64617 1.38810 1.15275  -0.04
C 3.06078 0.09876 0.87911  -0.29
S 4.79489 -0.29610 1.01332  0.68
O 4.98547 -1.66234 0.60058  -0.29
O 5.28120 0.08785 2.30592  -0.28
N 5.42214 0.79951 -0.09819  -0.24
C 5.27120 0.38548 -1.47859  -0.16
C 6.40926 -0.54911 -1.90340  -0.19
O 7.66812 0.03760 -1.65011  -0.13
C 7.82254 0.33431 -0.27853  -0.18
C 6.74634 1.31505 0.19162  -0.17
C 2.14984 -0.87501 0.51522  -0.06
C 0.81249 -0.54999 0.41773  -0.01
H -3.60296 -4.37123 1.43476  0.07
H -4.65201 -5.55600 0.65724  0.07
H -3.44331 -4.69243 -0.29264  0.07
H -5.88831 -3.44025 1.04951  0.11
H -5.72923 -3.76292 -0.67660  0.11
H -3.94499 -1.88499 0.93868  0.12
H -3.79171 -2.20027 -0.79388  0.12
H -6.09974 -1.30008 -1.15624  0.13
H -6.21370 -0.93719 0.58212  0.13
H -6.29047 1.06760 -1.58971  0.13
H -6.32828 1.42075 0.15457  0.13
H -5.48438 3.33080 -1.24902  0.12
H -4.12117 2.32611 -1.76563  0.12
H -3.51730 3.89473 0.10985  0.06
H -4.71444 3.07470 1.13949  0.12
H -3.39730 1.01351 0.58257  0.11
H -1.53675 0.14690 0.47231  0.14
H 0.98622 2.72681 1.26666  0.03
H 3.37985 2.11941 1.44955  0.12
H 4.30885 -0.11926 -1.57146  0.12
H 5.27172 1.28700 -2.10022  0.13
H 6.37427 -0.74080 -2.97727  0.13
H 6.31523 -1.49435 -1.35146  0.11
H 8.81993 0.76373 -0.17062  0.13
H 7.74832 -0.58816 0.31689  0.13
H 6.80418 1.46456 1.26914  0.11
H 6.85467 2.27324 -0.32680  0.13
H 2.50556 -1.87391 0.31781  0.11
H 0.09319 -1.30772 0.13920  0.11

Atoms 1-2, force components in eV/Å:
C -0.25 0.09 -0.04
C 0.27 0.10 0.02

---

# 5
A single C6H10O molecule, computed with the ωB97M-V functional and the def2-TZVPD basis.

## Properties
HOMO energy (eV): -9.41
Charge: 0
SMILES string: C[C@H]1C[C@H]2OC[C@@H]12
HOMO-LUMO gap (eV): 10.5

Last column: Löwdin charge in e.
CARTESIAN COORDINATES (ANGSTROEM)
C 1.81712 -0.53530 -0.24153  -0.07
C 0.78179 0.32025 0.46871  -0.31
C 0.07765 1.37679 -0.42666  -0.08
C -1.28596 0.84551 0.03200  -0.26
O -1.78888 -0.11603 -0.91145  -0.08
C -1.30633 -1.20652 -0.10656  -0.14
C -0.60600 -0.26102 0.87100  -0.16
H 2.18372 -1.36543 0.37178  0.08
H 2.67715 0.08750 -0.51721  0.08
H 1.40709 -0.94764 -1.17112  0.08
H 1.23087 0.78358 1.35635  0.13
H 0.31713 2.42871 -0.24487  0.11
H 0.18831 1.15764 -1.49175  0.12
H -2.05895 1.53157 0.39324  0.15
H -0.69742 -1.92724 -0.66897  0.11
H -2.15067 -1.73607 0.35336  0.12
H -0.78661 -0.43629 1.93367  0.13

Atoms 1-2, force components in eV/Å:
C 0.00 -0.07 -0.02
C 0.11 -0.01 0.00

---

# 6
A molecular structure, C16H11F6N3O6PdS2 at a distorted geometry, computed with the ωB97M-V functional and the def2-TZVPD basis.

## Properties
HOMO energy (eV): -15.30
Charge: +2
HOMO-LUMO gap (eV): 5.1

Last column: Löwdin charge in e.
CARTESIAN COORDINATES (ANGSTROEM)
Pd -0.15664 0.21125 -1.25638  1.04
F -0.81473 -2.58054 -4.48912  0.21
C -1.52643 -2.04565 -3.52952  -0.70
F -2.71263 -2.60028 -3.44087  0.20
F -1.63829 -0.73221 -3.69981  0.15
S -0.66906 -2.34790 -1.90331  0.69
O -1.41535 -1.52941 -0.91165  -0.35
O -0.55220 -3.73690 -1.66687  -0.18
N 0.68343 -1.47388 -2.14213  -0.36
S 1.96701 -1.54888 -1.11952  0.67
O 2.32092 -0.14566 -1.01336  -0.30
O 1.65188 -2.29293 0.06660  -0.27
C 3.49409 -2.28896 -1.91094  -0.69
F 3.40938 -3.60114 -1.87739  0.19
F 3.58509 -1.84884 -3.14316  0.20
F 4.49232 -1.86336 -1.17183  0.20
O -2.21847 1.97501 1.08799  0.18
C -1.92306 2.47788 -0.06058  -0.28
N -1.03964 1.96412 -0.90032  0.01
C -1.04184 2.71318 -2.11375  -0.36
O -0.38709 2.31528 -3.03892  0.15
C -1.96674 3.85162 -1.90213  -0.08
C -2.31537 4.90693 -2.70833  0.05
C -3.24219 5.81913 -2.19029  -0.01
C -3.78074 5.66605 -0.92086  -0.01
C -3.42187 4.59125 -0.10352  0.04
C -2.51206 3.69756 -0.62172  -0.09
H -1.89523 5.02824 -3.69732  0.14
H -3.54719 6.66285 -2.79420  0.13
H -4.49368 6.39303 -0.55708  0.13
H -3.84230 4.47123 0.88546  0.13
N -0.28764 0.40079 1.81254  0.24
C -0.08899 -0.79279 2.22181  -0.28
C -1.20080 -1.75403 2.14306  0.08
C -1.03654 -3.00459 2.62643  0.02
C 0.20898 -3.35947 3.20059  0.12
C 1.31709 -2.47992 3.28987  0.01
C 1.19943 -1.23442 2.78518  0.07
H 0.52592 1.01846 1.89795  0.13
H -1.59476 1.22985 1.30061  0.05
H -2.12735 -1.41564 1.69797  0.14
H -1.83156 -3.73610 2.58806  0.14
H 0.32237 -4.36666 3.58884  0.15
H 2.24196 -2.82511 3.73016  0.14
H 2.02188 -0.52804 2.79018  0.15

Atoms 1-2, force components in eV/Å:
Pd 0.36 0.30 -1.74
F 0.01 0.00 0.00

---

In the order shown, the computed DFT total energy values come out to -44400.6122, -7289.8025, -18050.5885, -53466.9193, -8429.7404, -74960.7435 eV.
In the order shown, the computed relative energy (zero: lowest compared OMol25 entry of this formula, charge and spin) values come out to 0.649, 0.817, 0.155, 0.504, 1.500, 1.998 eV.